# 1
The following is a DFT calculation (ωB97M-V with the def2-TZVPD basis set) of a structure of composition C3H5NS at a distorted geometry.

XYZ file:
```
10
Properties=species:S:1:pos:R:3:forces:R:3
C -0.711 0.845 0.560 -0.6 1.4 1.6
C 0.624 1.350 0.014 -0.5 0.1 -1.2
C 1.363 0.026 -0.018 2.2 -1.5 -0.7
H -1.607 1.533 0.564 1.0 -0.8 -0.7
H -0.577 0.607 1.633 0.1 0.1 -0.3
H 0.469 1.866 -1.009 0.4 -1.2 1.1
H 1.180 2.081 0.584 -0.2 0.1 0.6
H 2.492 -0.099 0.077 -1.5 0.6 -0.2
N 0.742 -1.094 -0.194 0.1 1.9 0.3
S -0.926 -0.729 -0.239 -0.9 -0.8 -0.5
```
Positions in Å, forces in eV/Å.

Its spin multiplicity is 1. Its highest occupied orbital energy is -8.5 eV. As for the calculated total energy: -570.21335 hartree. The energy above the lowest of the compared OMol25 structures with the same formula, charge and spin comes out at 55.6 kJ/mol. For the orbital gap, the calculation gives 9.38 eV.

=====

# 2
The following is a DFT calculation (ωB97M-V with the def2-TZVPD basis set) of the molecule C3H5NS at a distorted geometry.

XYZ file:
```
10
Properties=species:S:1:pos:R:3:forces:R:3
C -1.307 -0.293 -0.175 -2.3 -0.1 -1.8
C -2.575 0.190 -1.146 0.7 -0.7 2.9
C 0.936 0.132 0.378 1.6 -0.6 -2.1
N -0.270 0.344 -0.324 0.1 3.1 -0.6
S -3.245 -0.707 -2.291 0.4 0.3 0.1
H -1.299 -1.174 0.480 -0.9 -0.2 0.0
H -3.070 1.134 -0.752 0.9 -0.9 -0.8
H 1.650 -0.115 -0.478 -0.1 1.0 1.3
H 0.908 -0.803 0.846 -0.1 -1.5 1.7
H 1.273 0.941 1.053 -0.3 -0.3 -0.7
```
Positions in Å, forces in eV/Å.

Its spin multiplicity is 1. Its highest occupied orbital energy is -8.7 eV. As for the calculated total energy: -570.16046 hartree. The energy above the lowest of the compared OMol25 structures with the same formula, charge and spin comes out at 194.5 kJ/mol. Its structure (SMILES) is C/N=C/C=S. For the orbital gap, the calculation gives 8.31 eV.

=====

# 3
The following is a DFT calculation (ωB97M-V with the def2-TZVPD basis set) of the molecule C3H5NS2 at a distorted geometry.

XYZ file:
```
11
Properties=species:S:1:pos:R:3:forces:R:3
C 0.361 -0.946 0.388 3.6 3.0 4.5
C -0.457 -0.006 -0.208 -3.2 3.8 -4.2
C -0.116 1.350 0.173 5.8 10.8 -1.6
H 2.158 0.826 -0.335 -0.7 -3.0 0.7
H -0.003 -1.841 0.275 -1.0 -5.4 -1.5
H 0.149 -0.817 1.474 0.9 0.0 -0.1
H -0.347 0.042 -1.329 0.3 -0.1 0.9
H -1.674 -1.793 -0.276 -2.3 2.9 0.4
N 0.509 2.475 0.058 -5.8 -9.6 1.5
S 2.058 -0.676 -0.104 1.6 1.6 -0.6
S -2.219 -0.332 -0.042 0.7 -3.8 -0.1
```
Positions in Å, forces in eV/Å.

Its spin multiplicity is 1. Its highest occupied orbital energy is -9.6 eV. As for the calculated total energy: -968.29561 hartree. The energy above the lowest of the compared OMol25 structures with the same formula, charge and spin comes out at 392.4 kJ/mol. Its structure (SMILES) is N#C[C@H](S)CS. For the orbital gap, the calculation gives 9.40 eV.

=====

# 4
The following is a DFT calculation (ωB97M-V with the def2-TZVPD basis set) of the molecule C3H5NS3 at a distorted geometry.

XYZ file:
```
12
Properties=species:S:1:pos:R:3:forces:R:3
C 0.248 -0.991 1.421 0.9 1.0 -1.1
C -0.260 0.514 -0.543 0.4 -1.2 -2.8
C -1.176 1.650 -0.261 -1.2 -2.5 1.6
H 1.331 -1.163 0.957 -2.3 0.5 1.4
H -0.104 -1.868 1.987 0.6 0.8 0.5
H 0.168 0.138 1.934 0.0 -3.4 -1.2
H -2.127 1.078 0.122 1.0 1.9 -0.7
H 1.175 -1.572 -1.803 -1.6 -2.7 0.9
N 0.742 0.674 -1.326 0.2 -0.4 0.2
S -0.917 -1.154 -0.107 1.5 1.7 1.3
S -0.820 3.189 -0.290 -0.2 0.7 -0.1
S 1.740 -0.495 -2.092 0.6 3.7 0.0
```
Positions in Å, forces in eV/Å.

Its spin multiplicity is 1. Its highest occupied orbital energy is -9.0 eV. As for the calculated total energy: -1366.51336 hartree. The energy above the lowest of the compared OMol25 structures with the same formula, charge and spin comes out at 264.0 kJ/mol. Its structure (SMILES) is CS/C(C=S)=N\S. For the orbital gap, the calculation gives 7.84 eV.

=====

# 5
The following is a DFT calculation (ωB97M-V with the def2-TZVPD basis set) of the molecule C3H5NSe at a distorted geometry.

XYZ file:
```
10
Properties=species:S:1:pos:R:3:forces:R:3
C 0.299 1.596 -0.949 -0.9 2.6 3.6
C -0.498 0.979 0.218 1.0 1.7 2.0
C 0.259 -1.852 0.512 -0.1 -4.6 -1.4
N 0.668 1.101 -1.970 1.0 -1.1 -2.6
Se -1.119 -0.839 0.153 -2.7 0.9 -0.8
H 0.596 2.686 -0.579 -0.3 -1.6 -1.1
H 0.313 1.203 1.104 -2.4 -0.8 -1.6
H -1.470 1.594 0.385 1.9 -0.9 -0.1
H 0.228 -3.023 0.352 -0.1 2.9 0.3
H 0.970 -1.438 1.094 2.6 0.9 1.8
```
Positions in Å, forces in eV/Å.

Its spin multiplicity is 1. Its highest occupied orbital energy (spin up / spin down) is -9.6 / -7.2 eV. As for the calculated total energy: -2573.30837 hartree. The energy above the lowest of the compared OMol25 structures with the same formula, charge and spin comes out at 377.4 kJ/mol. For the orbital gap (spin up / spin down), the calculation gives 9.72 / 6.42 eV.

=====

# 6
The following is a DFT calculation (ωB97M-V with the def2-TZVPD basis set) of a structure of composition C3H5NiO3 at a distorted geometry.

XYZ file:
```
12
Properties=species:S:1:pos:R:3:forces:R:3
H -0.199 0.889 2.254 -1.1 -0.9 0.2
C -0.069 0.377 1.299 -1.1 2.3 -0.4
C -0.887 0.844 0.282 2.8 1.8 2.4
O -0.411 1.205 -0.958 -1.3 -0.8 -0.4
C 0.173 0.200 -1.659 0.3 -1.9 1.4
O 0.453 0.695 -2.881 0.4 -0.1 -0.5
Ni 0.383 -1.439 -0.380 -0.3 0.5 0.0
O -0.088 -2.042 1.308 -0.1 -1.2 -1.5
H 0.854 -0.194 1.394 0.1 0.8 -1.0
H 0.426 -2.146 2.109 0.3 0.0 0.0
H -1.727 1.491 0.547 0.2 -0.4 0.0
H 1.091 0.119 -3.313 -0.1 0.0 0.0
```
Positions in Å, forces in eV/Å.

Its spin multiplicity is 4. Its highest occupied orbital energy (spin up / spin down) is -5.7 / -8.7 eV. As for the calculated total energy: -1851.08581 hartree. The energy above the lowest of the compared OMol25 structures with the same formula, charge and spin comes out at 330.9 kJ/mol. As for the expectation value of S²: 3.759. For the orbital gap (spin up / spin down), the calculation gives 5.60 / 7.04 eV.

=====

# 7
The following is a DFT calculation (ωB97M-V with the def2-TZVPD basis set) of a cluster of 2 separate species, C3H5O2 in total at a distorted geometry.

XYZ file:
```
10
Properties=species:S:1:pos:R:3:forces:R:3
C -0.632 0.923 -2.101 -1.0 -1.4 -2.1
C 1.308 -1.947 2.515 0.3 -1.6 0.0
C 0.675 -0.804 2.181 1.1 5.0 -1.5
O 1.754 -2.901 2.856 0.7 -0.9 0.3
O -0.465 0.309 -1.095 0.5 -0.6 1.5
H -0.857 0.282 -3.077 0.5 1.7 1.4
H -0.662 2.014 -2.077 0.1 0.2 -0.5
H 0.021 -0.564 2.999 -0.8 0.1 0.4
H 0.232 -0.685 1.150 0.2 -0.6 0.8
H 1.519 0.074 2.239 -1.7 -2.0 -0.1
```
Positions in Å, forces in eV/Å.

Its spin multiplicity is 1. Its highest occupied orbital energy is -13.4 eV. As for the calculated total energy: -267.43378 hartree. The total charge is +1. The energy above the lowest of the compared OMol25 structures with the same formula, charge and spin comes out at 142.6 kJ/mol. For the orbital gap, the calculation gives 7.99 eV.

=====

# 8
The following is a DFT calculation (ωB97M-V with the def2-TZVPD basis set) of a structure of composition C3H5O2P at a distorted geometry.

XYZ file:
```
11
Properties=species:S:1:pos:R:3:forces:R:3
C 0.115 -0.503 0.465 -2.3 2.4 -2.6
C -0.759 0.940 0.567 0.6 -2.9 2.1
C 1.121 -0.306 -0.634 0.9 -1.5 -0.1
O -1.405 1.084 -0.659 0.6 1.3 -1.8
O -0.959 -1.431 -0.008 -0.8 3.2 0.8
P -2.197 -0.139 0.060 1.5 -1.5 1.5
H 0.387 -0.723 1.446 0.8 -0.8 1.5
H -0.443 1.786 1.299 -1.1 -1.4 -1.7
H 1.787 -1.289 -0.775 -1.8 2.0 -0.5
H 1.835 0.417 -0.268 0.3 0.5 0.0
H 0.518 0.165 -1.493 1.4 -1.3 0.8
```
Positions in Å, forces in eV/Å.

Its spin multiplicity is 1. Its highest occupied orbital energy is -9.1 eV. As for the calculated total energy: -609.06621 hartree. The energy above the lowest of the compared OMol25 structures with the same formula, charge and spin comes out at 216.1 kJ/mol. For the orbital gap, the calculation gives 9.70 eV.

=====

# 9
The following is a DFT calculation (ωB97M-V with the def2-TZVPD basis set) of the molecule C3H5O2P at a distorted geometry.

XYZ file:
```
11
Properties=species:S:1:pos:R:3:forces:R:3
C 0.628 -0.250 0.423 -0.7 5.2 -2.9
C -1.978 0.066 0.063 1.9 3.0 -2.8
C -0.522 0.454 -0.154 -1.6 -2.0 -0.1
O 0.649 -1.203 1.129 0.4 -4.1 3.0
O -1.335 -0.567 -1.001 0.6 0.9 -0.6
P 2.149 0.216 -0.576 0.3 -0.3 1.2
H -2.304 -0.561 0.771 -0.9 -2.1 3.1
H -2.718 0.807 -0.262 0.1 0.0 0.3
H -0.202 1.378 -0.625 -0.6 -0.1 -0.3
H 2.986 0.705 0.491 -0.2 0.2 -0.2
H 2.648 -1.044 -0.260 0.6 -0.6 -0.6
```
Positions in Å, forces in eV/Å.

Its spin multiplicity is 3. Its highest occupied orbital energy (spin up / spin down) is -6.7 / -10.2 eV. As for the calculated total energy: -608.92501 hartree. The energy above the lowest of the compared OMol25 structures with the same formula, charge and spin comes out at 142.1 kJ/mol. As for the expectation value of S²: 2.013. For the orbital gap (spin up / spin down), the calculation gives 7.63 / 7.45 eV.

=====

# 10
The following is a DFT calculation (ωB97M-V with the def2-TZVPD basis set) of the ion C3H5O2S with charge -1 at a distorted geometry.

XYZ file:
```
11
Properties=species:S:1:pos:R:3:forces:R:3
O -1.430 0.255 -1.998 -0.5 -0.2 0.5
C -1.544 0.007 -0.766 1.2 0.2 -0.8
O -2.430 -0.580 -0.136 -0.6 -0.3 0.3
C -0.292 0.467 0.046 -0.3 1.1 1.1
C 0.587 -0.672 0.561 0.8 -0.1 -1.3
S 2.407 -0.267 0.445 -0.5 0.6 0.1
H 0.214 1.228 -0.552 0.4 -0.6 -0.3
H -0.579 1.064 0.930 -0.4 -0.3 -0.1
H 0.381 -0.983 1.578 -0.2 0.0 0.0
H 0.506 -1.515 -0.127 -0.3 -0.1 0.3
H 2.180 0.997 0.017 0.3 -0.4 0.2
```
Positions in Å, forces in eV/Å.

Its spin multiplicity is 1. Its highest occupied orbital energy is -4.1 eV. As for the calculated total energy: -666.03229 hartree. The total charge is -1. The energy above the lowest of the compared OMol25 structures with the same formula, charge and spin comes out at 35.3 kJ/mol. Its structure (SMILES) is O=C([O-])CCS. For the orbital gap, the calculation gives 7.37 eV.

=====

Which of these has the highest calculated total energy? C3H5O2